Entry from the OMol25 dataset: a cluster of 2 separate species, C3H8NO2 in total (ωB97M-V/def2-TZVPD).

Summary:
Frontier orbital gap   11.1 eV
E_LUMO   -0.1317 hartree
Energy relative to the best compared isomer or geometry (same formula, charge and spin)   68.8 kcal per mole
Total energy   -8816.9684 eV
Charge   +1

Atoms and positions in Å:
H -1.38292 -0.87465 1.02330
O 2.51485 -1.01089 0.60269
O 1.00649 -0.49207 -1.09194
N -1.05504 0.02341 0.64434
H -1.99351 2.55953 1.18678
H -3.74099 2.18253 0.28332
C -2.59239 1.90926 0.45816
C -2.14459 0.76508 -0.15500
C 2.12384 -0.93699 -0.75948
H 2.55288 -1.40444 -1.62030
H -0.19466 -0.07993 -0.02962
H 3.21167 -1.57082 0.63147
H -0.87616 0.67708 1.44214
H -2.68290 -0.05359 -0.77549

Force components x, y, z for each atom (eV/Å):
0.09 0.39 -0.36
-4.41 3.01 -4.09
2.38 -0.17 1.76
0.79 2.09 -1.21
-0.92 -1.33 -1.05
3.01 -0.04 -0.08
-1.81 -0.93 -1.17
-1.60 -1.04 2.59
-4.01 0.59 1.71
1.98 -0.54 0.18
-0.51 -0.38 1.22
3.97 -2.85 0.44
0.39 -1.05 -0.72
0.65 2.25 0.78